1.
{
  "formula": "C9H15N",
  "method": "ωB97M-V/def2-TZVPD",
  "symbols": ["C", "C", "C", "C", "C", "C", "C", "C", "C", "H", "H", "H", "H", "H", "H", "H", "H", "H", "H", "H", "H", "H", "H", "H", "N"],
  "coordinates": [[-0.878, 0.762, 0.112], [0.176, 0.671, 1.179], [1.491, 0.038, 0.575], [2.245, 0.773, -0.508], [-2.048, -0.203, -0.011], [-1.517, -1.577, 0.496], [-0.451, -1.401, -0.566], [-0.892, 0.002, -1.049], [0.998, -1.352, -0.220], [-1.784, 2.690, 0.496], [-1.830, 2.304, -0.951], [0.029, 0.110, 2.122], [0.449, 1.578, 1.478], [1.973, -0.327, 1.430], [2.947, 0.083, -0.978], [3.043, 1.531, -0.047], [-2.899, 0.447, -0.017], [-1.982, -2.683, 0.513], [-1.110, -1.414, 1.584], [-0.764, -2.011, -1.381], [-0.708, 0.333, -2.140], [1.754, 1.177, -1.350], [1.385, -2.131, 0.554], [1.660, -1.570, -1.097], [-1.288, 2.172, -0.223]],
  "atomic_forces_ev_per_a": [[-1.19, 3.96, 1.78], [1.31, -3.40, -1.52], [-3.64, -1.78, -2.88], [4.05, 1.16, 2.43], [0.24, 0.29, -0.54], [-0.33, -0.61, 2.38], [0.99, 0.59, -1.06], [-0.05, -2.78, -2.34], [2.83, -1.19, 2.45], [0.44, -0.42, 0.56], [-2.98, -0.07, -4.99], [-0.80, 0.09, -0.68], [0.81, 4.15, 1.18], [1.78, -0.08, 0.73], [0.04, -0.36, 0.11], [-2.02, -0.90, -0.98], [-1.14, -0.82, 0.22], [0.37, 2.91, -0.39], [-0.80, -0.55, -1.94], [0.50, -1.11, -0.61], [-0.78, -0.40, 1.96], [-1.26, 0.81, -0.42], [-1.23, 0.59, -1.35], [-0.67, 0.55, 0.54], [3.54, -0.63, 5.36]],
  "nbo_charge": [0.09, -0.42, -0.18, -0.62, -0.22, -0.41, -0.25, -0.23, -0.40, 0.35, 0.35, 0.21, 0.22, 0.20, 0.21, 0.20, 0.22, 0.23, 0.20, 0.22, 0.23, 0.22, 0.20, 0.21, -0.83],
  "homo_lumo_gap_ev": 9.7,
  "charge": 0
}

---

2.
{
  "formula": "C9H15N2",
  "method": "ωB97M-V/def2-TZVPD",
  "symbols": ["C", "C", "C", "C", "C", "C", "C", "C", "C", "N", "N", "H", "H", "H", "H", "H", "H", "H", "H", "H", "H", "H", "H", "H", "H", "H"],
  "coordinates": [[0.938, 0.747, 0.927], [-2.512, 1.192, 0.507], [2.347, 0.848, 1.053], [2.879, 0.383, -0.277], [1.671, -0.344, -0.820], [-0.709, 0.288, -0.778], [-1.716, -0.828, -0.510], [-1.453, 1.488, -0.253], [-1.219, -2.170, -0.036], [0.579, 0.228, -0.174], [-2.606, -0.191, 0.538], [2.664, 1.767, 1.463], [2.596, 0.309, 1.958], [2.949, 1.439, -0.587], [3.927, -0.154, -0.217], [1.690, -0.186, -2.006], [1.728, -1.399, -0.676], [-0.518, 0.189, -1.863], [-2.374, -0.837, -1.308], [0.188, 1.101, 1.628], [-2.976, 1.924, 1.074], [-1.089, 2.500, -0.269], [-1.863, -3.062, -0.301], [-1.253, -2.066, 0.981], [-0.357, -2.495, -0.620], [-3.511, -0.671, 0.568]],
  "atomic_forces_ev_per_a": [[-1.78, 1.17, 0.85], [2.55, -2.57, -2.11], [0.87, -1.78, 2.69], [2.16, 0.75, 1.33], [3.15, -0.10, -5.45], [-1.99, 0.07, -1.29], [-0.77, 1.07, 2.55], [0.24, 1.41, -0.26], [-1.25, -1.41, -3.47], [-0.41, 0.04, 0.83], [-1.18, -1.40, 0.90], [0.24, 1.74, -0.24], [0.27, -1.20, 0.32], [0.60, -0.88, -1.92], [-2.40, 1.08, -0.41], [-0.64, -0.36, 2.53], [-0.11, -0.84, 0.30], [0.12, 0.75, 0.41], [-0.73, -0.40, -2.30], [0.08, 0.15, -0.16], [-1.55, 0.69, 1.08], [0.37, 0.14, -0.44], [-0.11, 1.33, 0.35], [1.14, -0.43, 2.73], [0.73, 0.35, 0.86], [0.39, 0.63, 0.31]],
  "nbo_charge": [0.32, 0.05, -0.51, -0.42, -0.24, -0.10, -0.04, -0.35, -0.65, -0.26, -0.61, 0.27, 0.27, 0.24, 0.27, 0.24, 0.23, 0.24, 0.21, 0.26, 0.24, 0.23, 0.25, 0.24, 0.22, 0.40],
  "homo_lumo_gap_ev": 8.0,
  "charge": 1
}

---

3.
{
  "formula": "C9H15N2",
  "method": "ωB97M-V/def2-TZVPD",
  "symbols": ["C", "C", "C", "C", "C", "C", "C", "C", "C", "N", "N", "H", "H", "H", "H", "H", "H", "H", "H", "H", "H", "H", "H", "H", "H", "H"],
  "coordinates": [[-1.003, 1.093, 0.325], [-0.813, 2.023, 1.271], [-3.047, -0.342, 0.315], [-1.928, -1.414, 0.027], [2.232, -1.472, 1.377], [-2.197, 0.675, -0.458], [-1.347, -0.603, -1.055], [2.243, 1.166, -1.137], [2.754, -0.253, -0.585], [1.878, -0.770, 0.376], [-0.369, 0.310, -0.574], [0.095, 1.990, 1.953], [-1.689, 2.665, 1.462], [-3.968, -0.577, -0.329], [-3.154, -0.106, 1.431], [-1.139, -1.656, 0.856], [-2.403, -2.419, -0.199], [3.235, -1.799, 1.577], [1.561, -1.942, 2.009], [-2.537, 1.235, -1.330], [-1.271, -0.781, -2.041], [3.103, 1.814, -0.823], [2.120, 1.040, -2.230], [1.265, 1.159, -0.640], [2.662, -0.992, -1.349], [3.717, -0.045, -0.228]],
  "atomic_forces_ev_per_a": [[0.20, 1.54, 1.17], [0.68, -0.97, 0.64], [0.23, -0.43, 0.49], [-1.33, -3.33, 2.00], [0.81, 0.77, -2.15], [-0.86, 0.17, -0.99], [2.05, 1.12, 3.71], [1.52, -2.39, 0.52], [-1.14, 1.63, -1.43], [-1.68, -0.76, 2.49], [-1.28, -0.46, -1.14], [-1.32, 0.32, -1.10], [0.82, -0.22, 0.12], [1.18, 0.31, 1.48], [-0.45, -0.13, -1.81], [-1.53, 0.84, -1.41], [0.79, 1.23, -0.19], [0.96, 0.31, -0.14], [-1.84, -0.43, 1.15], [0.04, 0.48, 0.59], [0.29, -1.13, -3.31], [-1.63, 0.29, -0.54], [0.10, 0.70, 0.60], [0.89, 1.53, -0.34], [0.77, -0.41, -0.94], [1.72, -0.59, 0.50]],
  "nbo_charge": [0.09, -0.32, -0.39, -0.45, -0.02, -0.11, 0.03, -0.61, -0.26, -0.38, -0.07, 0.26, 0.25, 0.26, 0.26, 0.26, 0.26, 0.17, 0.17, 0.28, 0.24, 0.23, 0.22, 0.22, 0.21, 0.20],
  "homo_lumo_gap_ev": [7.0, 7.0],
  "charge": 1
}

---

4.
{
  "formula": "C9H15N3",
  "method": "ωB97M-V/def2-TZVPD",
  "symbols": ["C", "C", "C", "C", "C", "C", "C", "C", "C", "N", "N", "N", "H", "H", "H", "H", "H", "H", "H", "H", "H", "H", "H", "H", "H", "H", "H"],
  "coordinates": [[2.187, -1.171, -0.131], [1.874, 1.214, -0.001], [3.535, -0.963, -0.022], [3.231, 1.348, 0.117], [1.293, -0.072, -0.107], [-0.749, -1.517, -0.086], [-2.132, -1.096, 0.398], [-1.102, 0.904, -0.230], [-3.575, 0.929, 0.117], [4.034, 0.275, 0.112], [-0.033, -0.260, -0.172], [-2.375, 0.172, -0.338], [1.826, -2.178, -0.255], [1.266, 2.102, 0.003], [4.235, -1.785, -0.039], [3.691, 2.319, 0.235], [-0.279, -2.200, 0.622], [-0.803, -2.009, -1.066], [-2.902, -1.836, 0.184], [-2.118, -0.882, 1.470], [-1.060, 1.470, 0.704], [-0.910, 1.540, -1.095], [-3.305, 1.929, 0.447], [-4.301, 1.024, -0.688], [-4.055, 0.414, 0.947], [5.040, 0.404, 0.200], [-2.512, -0.074, -1.325]],
  "atomic_forces_ev_per_a": [[0.00, 0.17, 0.02], [0.01, -0.17, -0.04], [-0.36, -0.37, -0.03], [-0.45, 0.34, 0.02], [0.61, 0.04, 0.04], [-0.06, -0.45, -0.10], [0.41, -0.95, 0.33], [2.72, -1.20, 0.21], [-0.86, 0.60, 0.33], [0.35, 0.05, 0.01], [-2.34, 2.11, -0.15], [0.11, -0.18, -0.45], [0.03, -0.11, 0.01], [-0.01, 0.17, 0.03], [0.08, 0.03, 0.00], [0.09, -0.05, -0.05], [-0.08, 0.03, 0.00], [0.00, -0.03, 0.11], [-0.05, 0.19, -0.04], [-0.09, 0.14, -0.16], [-0.20, -0.05, -0.11], [-0.20, -0.04, 0.08], [0.16, -0.04, -0.06], [0.16, -0.11, -0.09], [0.16, -0.10, -0.04], [-0.22, -0.04, -0.02], [0.02, 0.06, 0.13]],
  "nbo_charge": [-0.28, -0.29, 0.11, 0.12, 0.28, -0.25, -0.23, -0.04, -0.43, -0.45, -0.37, -0.35, 0.26, 0.25, 0.26, 0.26, 0.26, 0.23, 0.27, 0.24, 0.24, 0.25, 0.25, 0.26, 0.26, 0.46, 0.45],
  "homo_lumo_gap_ev": 9.9,
  "charge": 2
}

---

5.
{
  "formula": "C9H15N3O2",
  "method": "ωB97M-V/def2-TZVPD",
  "symbols": ["C", "C", "C", "C", "C", "C", "C", "C", "C", "N", "N", "N", "O", "O", "H", "H", "H", "H", "H", "H", "H", "H", "H", "H", "H", "H", "H", "H", "H"],
  "coordinates": [[3.086, -1.283, 1.413], [2.712, -1.149, 0.091], [1.221, -2.325, 1.169], [0.646, -0.797, -2.078], [-0.742, -2.495, -1.043], [-2.941, 1.948, 0.008], [-0.677, 3.342, -0.122], [0.451, -1.642, -1.101], [-1.465, 2.131, 0.232], [2.173, -2.179, 2.064], [1.442, -1.708, -0.049], [-0.886, 1.157, 0.876], [-1.338, 0.128, 1.300], [0.532, 1.305, 1.105], [4.069, -1.162, 1.875], [3.168, -0.365, -0.541], [0.313, -2.847, 1.316], [0.024, -0.942, -2.953], [1.575, -0.270, -2.058], [0.922, 0.619, 1.783], [-1.224, -1.941, -0.182], [-1.318, -2.703, -1.967], [-0.538, -3.590, -0.768], [-3.181, 1.705, -1.006], [-3.516, 2.758, 0.284], [-3.117, 1.224, 0.855], [-0.978, 4.091, 0.497], [0.335, 3.147, 0.038], [-0.750, 3.845, -1.039]],
  "atomic_forces_ev_per_a": [[-0.47, -2.89, -0.16], [0.12, 2.39, 0.55], [0.67, 0.38, -0.01], [0.38, -0.26, -0.98], [-0.38, -1.96, 2.05], [1.83, -1.93, 2.06], [-0.03, -1.68, -0.13], [1.73, -0.37, -0.20], [0.19, 0.21, -0.70], [-0.03, 1.58, -1.43], [-0.12, -0.70, 1.19], [2.21, 1.59, -0.38], [-1.39, -2.61, 1.00], [1.12, -0.43, 0.84], [-0.53, 0.49, -0.32], [-0.58, -1.08, -0.10], [-0.59, -0.53, 0.26], [0.12, 0.70, -0.01], [0.10, 0.76, -0.51], [-2.09, 1.29, -1.75], [-0.89, -1.26, -0.98], [0.26, 1.36, 0.45], [0.09, 1.59, 0.30], [-0.24, -0.82, -0.42], [-0.87, 2.32, 0.41], [-0.82, -0.05, -1.69], [-0.72, 2.28, 2.39], [1.58, -0.08, 0.30], [-0.66, -0.28, -2.00]],
  "nbo_charge": [-0.12, -0.10, 0.19, -0.45, -0.69, -0.66, -0.65, 0.21, 0.16, -0.46, -0.38, 0.38, -0.51, -0.62, 0.22, 0.23, 0.20, 0.21, 0.20, 0.51, 0.26, 0.25, 0.22, 0.23, 0.22, 0.26, 0.22, 0.25, 0.22],
  "homo_lumo_gap_ev": 9.3,
  "charge": 0
}

---

6.
{
  "formula": "C9H15N3O6",
  "method": "ωB97M-V/def2-TZVPD",
  "symbols": ["C", "C", "C", "C", "C", "C", "C", "C", "C", "H", "H", "H", "H", "H", "H", "H", "H", "H", "H", "H", "H", "H", "H", "H", "N", "N", "N", "O", "O", "O", "O", "O", "O"],
  "coordinates": [[0.852, 2.326, 0.005], [-0.535, 1.805, -0.339], [2.029, 1.632, -0.544], [2.594, 0.608, 0.573], [3.369, -0.590, -0.004], [-1.873, -0.288, -0.771], [-3.259, -0.213, 0.031], [-1.440, -1.690, -1.017], [-0.534, -2.203, 0.020], [0.804, 1.773, 1.841], [0.223, 3.319, 1.680], [0.969, 3.254, -0.503], [2.775, 2.491, -0.792], [1.932, 1.210, -1.515], [1.629, 0.204, 1.133], [3.275, 1.200, 1.312], [2.014, -1.935, 0.327], [0.296, 0.060, -0.138], [-2.192, 0.313, -1.684], [-0.545, -1.715, -1.635], [-2.202, -2.342, -1.554], [-1.853, -1.817, 1.691], [-0.396, -2.831, 1.932], [-3.000, 1.613, -0.549], [0.971, 2.673, 1.383], [-0.588, 0.481, -0.481], [-0.887, -2.174, 1.303], [-1.423, 2.560, -0.495], [4.456, -0.469, -0.534], [2.954, -1.847, 0.077], [-3.691, -1.084, 0.743], [0.520, -2.766, -0.292], [-3.743, 1.109, -0.086]],
  "atomic_forces_ev_per_a": [[-0.90, 1.84, -1.31], [3.46, -1.23, 0.11], [3.71, 0.07, 1.43], [-0.96, 0.10, 0.29], [2.22, 0.18, -0.72], [-0.09, 1.66, -1.67], [1.78, 2.99, 1.42], [0.46, -0.24, -2.46], [-0.47, -2.93, 1.87], [0.08, 0.70, 0.85], [0.52, -0.52, -0.35], [-0.97, 1.01, -0.62], [-0.66, -1.77, 0.93], [-0.64, -0.83, -0.65], [2.13, 0.61, -0.66], [-1.39, -1.33, -1.30], [0.23, -0.34, -0.16], [-1.42, -0.42, -0.50], [0.36, -1.47, 0.36], [-0.73, 0.87, -1.96], [0.92, 0.47, 1.49], [2.52, -1.01, -1.62], [-0.24, 0.89, -0.65], [-0.96, -0.04, 0.77], [-0.49, -0.67, 1.46], [-0.80, -1.41, 1.39], [-2.46, 0.46, 3.21], [-3.79, 2.21, -0.62], [-0.62, 1.17, 0.37], [-1.38, 0.10, 0.71], [-0.14, 0.95, -1.16], [-0.27, 0.59, -0.10], [0.99, -2.66, -0.14]],
  "nbo_charge": [-0.18, 0.68, -0.41, -0.52, 0.76, -0.16, 0.80, -0.56, 0.66, 0.34, 0.38, 0.23, 0.24, 0.23, 0.16, 0.29, 0.50, 0.42, 0.23, 0.28, 0.28, 0.44, 0.42, 0.51, -0.79, -0.63, -0.82, -0.62, -0.59, -0.66, -0.57, -0.65, -0.69],
  "homo_lumo_gap_ev": 10.3,
  "charge": 0
}

---

7.
{
  "formula": "C9H15NO2S",
  "method": "ωB97M-V/def2-TZVPD",
  "symbols": ["C", "C", "C", "C", "C", "C", "C", "C", "C", "N", "O", "O", "S", "H", "H", "H", "H", "H", "H", "H", "H", "H", "H", "H", "H", "H", "H", "H"],
  "coordinates": [[-1.944, -1.430, 2.169], [-0.812, -1.423, 1.772], [-0.334, -1.316, -1.317], [0.408, -0.326, -0.457], [-0.010, 1.451, 1.252], [-1.841, 0.703, -0.265], [0.062, 2.005, -1.208], [2.725, -0.149, 0.132], [-0.302, 0.916, -0.158], [1.698, -0.697, -0.372], [1.699, -3.027, 0.332], [0.662, -2.230, -1.797], [1.958, -2.362, -0.891], [-3.010, -1.366, 2.270], [-1.040, -1.926, -0.773], [-0.706, -1.067, -2.243], [-0.371, 2.526, 1.351], [1.119, 1.396, 1.389], [-0.509, 0.774, 1.940], [-2.216, 0.199, -1.172], [-2.092, 0.254, 0.690], [-2.288, 1.737, -0.335], [-0.453, 2.883, -1.323], [0.088, 1.535, -2.178], [1.037, 2.322, -0.969], [0.244, -1.523, 1.675], [3.572, -0.708, 0.187], [2.656, 0.848, 0.299]],
  "atomic_forces_ev_per_a": [[-0.61, -0.11, -0.46], [0.25, -0.92, 1.31], [1.51, -1.37, 1.65], [0.15, -1.87, -1.84], [1.04, 0.75, -0.42], [0.07, 1.66, 0.08], [1.47, -2.78, 0.05], [0.82, 0.69, 0.47], [-1.21, 2.41, -0.34], [-3.55, 0.02, -1.13], [-0.22, -1.71, 1.60], [1.26, -1.31, -0.18], [-0.58, 1.03, -1.33], [0.34, -0.07, 0.22], [-0.58, 0.07, 0.28], [-1.47, 1.63, -1.79], [0.46, -1.38, 0.03], [-1.52, 0.35, 0.33], [0.23, 0.54, 0.42], [0.30, -0.15, 0.58], [-0.85, -0.15, -0.63], [0.33, -1.00, 0.33], [-2.13, 1.97, 0.40], [0.11, -0.15, -0.55], [1.64, 0.36, -0.01], [-0.03, -0.02, -0.14], [2.42, -1.15, 0.22], [0.35, 2.66, 0.84]],
  "nbo_charge": [-0.25, -0.25, -0.08, 0.00, -0.62, -0.62, -0.60, -0.37, -0.07, -0.41, -0.92, -0.71, 1.73, 0.24, 0.20, 0.19, 0.21, 0.21, 0.23, 0.21, 0.23, 0.21, 0.21, 0.20, 0.20, 0.25, 0.19, 0.19],
  "homo_lumo_gap_ev": 7.5,
  "charge": 0
}

---

8.
{
  "formula": "C9H15NO3",
  "method": "ωB97M-V/def2-TZVPD",
  "symbols": ["C", "C", "C", "C", "C", "C", "C", "C", "C", "N", "O", "O", "O", "H", "H", "H", "H", "H", "H", "H", "H", "H", "H", "H", "H", "H", "H", "H"],
  "coordinates": [[3.099, 0.646, 0.547], [0.629, 1.247, -0.576], [-0.294, 0.058, -0.542], [1.926, 0.493, -0.302], [0.632, -0.969, 0.192], [0.402, -1.031, 1.691], [0.748, -2.184, -0.659], [-3.615, 1.112, 0.496], [-2.370, 1.185, -0.390], [2.828, 0.026, -1.404], [3.317, 0.847, 1.693], [3.935, 0.144, -0.467], [-1.497, 0.056, 0.065], [0.802, 1.968, -1.483], [0.329, 1.790, 0.250], [-0.547, -0.174, -1.558], [-0.509, -1.427, 1.998], [0.296, -0.117, 2.093], [1.177, -1.740, 2.262], [1.665, -2.712, -0.277], [0.992, -1.942, -1.630], [-0.116, -2.682, -0.535], [-3.408, 1.279, 1.488], [-4.371, 1.789, 0.091], [-4.208, 0.118, 0.447], [-1.994, 2.245, -0.321], [-2.705, 0.967, -1.505], [2.860, -0.989, -1.663]],
  "atomic_forces_ev_per_a": [[0.10, -1.13, -0.49], [1.92, 0.74, -1.84], [1.13, -1.04, -1.28], [-2.80, -3.75, -0.78], [0.67, 3.56, -1.25], [3.11, -4.14, -0.82], [4.81, 0.91, 3.03], [-1.77, -1.97, -2.95], [-1.35, -1.78, -0.84], [-0.15, 0.44, 0.05], [0.54, 0.52, 0.06], [0.71, 0.40, 1.12], [-2.87, 3.49, 1.09], [-0.98, -1.47, 1.43], [-0.02, 1.75, 1.96], [0.60, -0.99, -1.15], [-2.00, -1.34, -0.27], [0.63, 3.50, 1.49], [-1.25, 1.95, -1.32], [-1.07, -0.37, -0.26], [-0.05, 0.52, -2.31], [-2.90, -2.30, 0.10], [0.50, 0.69, 2.30], [0.22, 0.46, 0.34], [1.47, 1.18, -0.08], [0.50, -1.35, -0.03], [0.96, 0.48, 1.99], [-0.65, 1.05, 0.68]],
  "nbo_charge": [0.74, -0.47, 0.08, 0.00, 0.14, -0.65, -0.65, -0.62, -0.09, -0.33, -0.53, -0.39, -0.54, 0.23, 0.23, 0.16, 0.23, 0.22, 0.22, 0.21, 0.21, 0.23, 0.21, 0.21, 0.21, 0.19, 0.18, 0.35],
  "homo_lumo_gap_ev": 9.4,
  "charge": 0
}

---

Per-record E, eV: -11061.916 -12547.422 -12542.293 -14030.866 -18135.954 -26330.562 -25989.733 -17202.986
Per-record energy above the lowest of the compared OMol25 structures with the same formula, charge and spin, kJ/mol: 439.0 237.8 732.6 0.0 448.4 368.3 658.4 705.7